Record 1
{
  "formula": "C31H47BrO2P2Zr",
  "method": "ωB97M-V/def2-TZVPD",
  "symbols": ["Zr", "C", "C", "C", "C", "C", "C", "H", "H", "H", "C", "H", "H", "H", "C", "H", "H", "H", "C", "H", "H", "H", "C", "H", "H", "H", "C", "C", "C", "C", "C", "C", "C", "C", "H", "H", "H", "H", "H", "H", "H", "H", "H", "H", "H", "H", "P", "P", "C", "C", "H", "H", "H", "H", "C", "H", "H", "H", "C", "H", "H", "H", "C", "H", "H", "H", "C", "H", "H", "H", "Br", "C", "C", "C", "C", "C", "C", "C", "O", "O", "H", "H", "H", "H"],
  "positions_angstrom": [[-0.2618, 1.0793, 1.6250], [1.1129, 0.8695, 3.7643], [2.0965, 1.0320, 2.7269], [0.5755, 2.8372, 2.5572], [0.1686, 1.9805, 3.6607], [1.7723, 2.2232, 1.9741], [1.3154, 0.0296, 4.9886], [1.9087, -0.8857, 4.8097], [0.3362, -0.2328, 5.4059], [1.8305, 0.5806, 5.7993], [-1.0201, 2.2760, 4.4832], [-0.9398, 1.8772, 5.4977], [-1.9330, 1.8328, 4.0696], [-1.1817, 3.3607, 4.4716], [-0.1613, 4.0508, 2.0976], [0.0493, 4.8182, 2.8519], [-1.2565, 3.9305, 2.0449], [0.1384, 4.4261, 1.1115], [2.6281, 2.8601, 0.9344], [3.3464, 3.5445, 1.4289], [1.9895, 3.4550, 0.2691], [3.1484, 2.1269, 0.2933], [3.4419, 0.3381, 2.6725], [4.1710, 0.7424, 3.4108], [3.8898, 0.4471, 1.6704], [3.3924, -0.7498, 2.8551], [0.4421, -2.2479, 0.9168], [1.7477, -2.0297, 1.0917], [2.7319, -1.9499, -0.0013], [2.4135, -1.1752, -1.3275], [1.5335, 0.0156, -1.3608], [0.2202, 0.1875, -1.0352], [-0.8973, -0.8100, -0.8248], [-0.3530, -2.1716, -0.3444], [2.9884, -2.9800, -0.3056], [2.1640, -1.9107, -2.1090], [3.6496, -1.5098, 0.4065], [0.2273, -2.5869, -1.1778], [-0.1347, -2.6058, 1.7734], [2.0689, -1.8126, 2.1246], [-1.2157, -2.8228, -0.1370], [-1.6619, -0.4022, -0.1011], [-0.1808, 1.2266, -1.0564], [-1.5002, -0.9460, -1.7674], [3.4130, -0.8178, -1.6418], [2.0352, 0.9259, -1.7133], [-0.5333, -0.9001, -4.2282], [-0.4326, 2.1047, -4.4583], [-0.2798, -0.2629, -5.9562], [-0.8580, 1.1500, -6.0317], [-0.7906, -0.9547, -6.6412], [0.7912, -0.3043, -6.2100], [-0.4628, 1.7027, -6.8948], [-1.9563, 1.1448, -6.1294], [-1.1853, 3.6786, -5.0800], [-0.7880, 4.5283, -4.5065], [-2.2774, 3.6150, -4.9559], [-0.9446, 3.8129, -6.1455], [1.3136, 2.4178, -4.9828], [1.3890, 2.5494, -6.0718], [1.9406, 1.5732, -4.6730], [1.6712, 3.3325, -4.4953], [-2.2415, -1.5435, -4.5501], [-2.6149, -2.1414, -3.7019], [-2.2086, -2.1511, -5.4713], [-2.9210, -0.6975, -4.7258], [0.3917, -2.4913, -4.4375], [1.3630, -2.2895, -4.9183], [-0.1882, -3.1824, -5.0747], [0.5839, -2.9757, -3.4649], [-2.3950, -0.4350, 6.1711], [-2.6285, -1.8764, 4.9656], [-2.5973, -3.1817, 5.4494], [-2.8060, -4.2533, 4.5792], [-3.0566, -4.0425, 3.2227], [-3.0576, -2.7436, 2.7110], [-2.8508, -1.6826, 3.5891], [-2.7755, -0.3205, 3.0158], [-3.6831, 0.4938, 3.0507], [-1.5748, -0.1247, 2.4359], [-2.3960, -3.3644, 6.5024], [-2.7611, -5.2555, 4.9940], [-3.2224, -4.8959, 2.5687], [-3.2058, -2.4598, 1.6660]],
  "forces_ev_per_angstrom": [[-0.46, -4.34, -2.25], [0.14, 2.08, 0.00], [-0.21, 1.28, 0.20], [2.03, -0.96, 0.87], [1.82, -0.12, -0.05], [-0.10, 0.25, 1.35], [-0.60, -0.75, 0.10], [-0.42, 0.42, -0.05], [0.24, -0.24, -0.02], [-0.12, 0.13, -0.65], [-0.63, 0.28, 0.18], [0.11, 0.29, -0.19], [-0.06, 0.07, 0.09], [0.01, -0.24, 0.39], [-0.18, 0.28, -0.32], [-0.30, 0.16, -0.24], [0.08, -0.06, 0.25], [0.22, -0.10, 0.31], [-0.08, 0.11, -0.58], [-0.25, -0.39, -0.39], [0.33, 0.09, 0.04], [-0.06, 0.37, 0.47], [0.09, -0.54, -0.57], [-0.73, 0.05, -0.38], [-0.12, 0.09, 0.44], [-0.06, 0.63, 0.13], [-0.76, 0.61, 0.77], [-0.75, 0.88, 0.46], [0.77, 0.53, -0.34], [1.28, -0.73, -0.66], [-0.96, 0.95, 0.73], [-0.31, 0.64, 0.74], [0.12, -0.22, 0.70], [-0.60, -1.14, -0.57], [-0.01, 0.36, 0.19], [-0.35, 0.33, 0.21], [-0.08, -0.22, -0.13], [-0.32, -0.10, 0.07], [0.06, 0.65, 0.15], [0.05, -1.10, -0.60], [0.18, 0.04, -0.63], [0.45, -0.26, -0.33], [0.36, -0.12, -0.78], [0.78, 0.27, 0.70], [-0.51, -0.16, -0.05], [-0.20, -0.16, 0.35], [0.22, -1.07, -0.86], [-0.20, 0.79, -1.48], [-0.07, -0.13, 0.11], [-0.19, -0.03, 0.43], [0.19, 0.18, 0.04], [-0.28, 0.23, 0.17], [-0.13, -0.06, 0.23], [0.32, -0.15, 0.03], [0.11, 0.04, 0.15], [-0.28, -0.14, -0.18], [0.36, 0.18, -0.05], [-0.12, 0.10, 0.35], [0.10, 0.08, 0.33], [-0.01, -0.04, 0.33], [0.05, 0.19, -0.11], [0.09, -0.21, -0.05], [-0.08, 0.07, 0.11], [0.04, 0.18, -0.38], [-0.15, 0.11, 0.48], [0.09, -0.25, 0.16], [0.01, -0.30, 0.01], [-0.31, -0.10, 0.20], [0.40, 0.17, 0.25], [-0.11, 0.04, -0.39], [-0.10, -0.21, -0.10], [-0.27, -0.82, -0.76], [0.05, 0.11, -0.03], [0.01, 0.32, -0.01], [0.09, -0.03, -0.18], [0.16, 0.11, 0.60], [0.22, 0.02, 0.78], [-2.23, 0.36, 0.90], [2.16, -0.81, -0.51], [0.26, 1.47, -0.64], [-0.11, 0.04, -0.20], [-0.09, 0.09, -0.19], [-0.01, 0.19, 0.12], [-0.08, -0.59, 0.20]],
  "mulliken_charge": [1.521, 1.388, 0.770, 0.415, -0.075, 0.494, -1.600, 0.391, 0.290, 0.329, -0.960, 0.375, -0.012, 0.386, -1.363, 0.444, 0.414, 0.350, -1.814, 0.339, 0.395, 0.390, -1.567, 0.370, 0.376, 0.383, -0.658, -0.149, -0.993, -1.220, -0.195, -1.635, 0.105, -0.893, 0.412, 0.079, 0.296, 0.031, 0.322, 0.839, 0.756, -0.047, 1.524, 0.149, 0.519, 0.691, 0.792, 0.413, -0.954, -1.138, 0.543, 0.437, 0.594, 0.428, -1.199, 0.374, 0.355, 0.366, -1.246, 0.444, 0.264, 0.403, -1.531, 0.407, 0.477, 0.356, -1.436, 0.342, 0.451, 0.332, -0.115, 0.000, -0.409, -0.604, -0.807, -0.177, 0.493, -0.039, -0.530, -0.311, 0.443, 0.416, 0.421, 0.584],
  "molar_mass_g_mol": 684.79,
  "e_lumo_ev": -7.871,
  "energy_ha": -4663.0691,
  "charge": 2
}



Record 2
{
  "formula": "C31H47Cl2F7IN2O9P2S",
  "method": "ωB97M-V/def2-TZVPD",
  "symbols": ["C", "C", "O", "C", "O", "C", "C", "O", "C", "F", "F", "C", "F", "F", "C", "F", "F", "C", "O", "O", "C", "Cl", "C", "C", "Cl", "S", "O", "O", "F", "C", "C", "O", "C", "C", "C", "C", "C", "C", "P", "O", "N", "I", "P", "C", "C", "H", "H", "H", "H", "H", "H", "H", "H", "H", "H", "H", "H", "H", "H", "H", "H", "H", "H", "H", "H", "H", "H", "H", "H", "H", "H", "H", "C", "C", "C", "N", "C", "C", "C", "C", "C", "C", "H", "H", "H", "H", "H", "H", "H", "H", "H", "H", "H", "H", "H", "H", "H", "H", "H", "H", "H", "H"],
  "positions_angstrom": [[0.4610, 0.2182, 6.3013], [-0.1800, 0.9054, 5.0716], [-1.5938, 0.7294, 5.0159], [-2.1609, 0.7415, 3.7422], [-1.4483, 1.4166, 2.7166], [-1.3693, 2.8073, 2.6516], [0.1529, 3.2179, 2.8778], [0.4860, 4.0996, 3.6250], [1.3053, 2.4061, 2.1986], [2.0045, 1.8376, 3.2253], [0.8742, 1.3672, 1.4487], [2.3417, 3.1932, 1.3367], [2.3254, 4.5200, 1.4779], [2.0458, 2.9471, 0.0371], [3.8155, 2.7042, 1.5267], [4.5361, 3.4023, 0.5955], [4.3186, 3.0677, 2.6965], [4.0669, 1.1972, 1.2197], [4.8552, 0.6105, 1.9168], [3.3999, 0.5450, 0.2211], [-1.7464, 3.3936, 1.2033], [-0.7729, 4.8389, 0.8265], [-1.6678, 2.2976, 0.0463], [-3.0902, 2.0663, -0.5528], [-0.7126, 2.9484, -1.3803], [-2.3549, 3.8265, 3.8293], [-2.2543, 5.1862, 3.4489], [-1.9794, 3.6140, 5.1788], [-3.8828, 3.4464, 3.6411], [-2.3350, -0.7610, 3.2536], [-0.9876, -1.4397, 2.9638], [-0.3955, -0.9002, 1.7509], [0.6710, -1.6526, 1.3185], [1.8765, -1.6516, 2.0040], [2.9532, -2.3651, 1.5495], [2.8350, -3.0982, 0.3760], [1.6348, -3.1164, -0.2790], [0.4940, -2.3897, 0.1725], [-3.2078, -0.5556, 1.6020], [-4.3039, 0.4459, 1.7083], [-3.2192, -1.4154, 4.2549], [-2.1913, -2.6077, 5.6210], [-4.4741, -2.4753, 3.6664], [-6.0497, -1.7001, 3.1526], [-3.9310, -3.9376, 2.6869], [1.5050, 0.0180, 6.0179], [-0.0040, -0.7404, 6.5380], [0.4889, 0.8795, 7.1697], [0.3719, 0.5555, 4.1946], [0.0040, 1.9788, 5.2305], [-3.2040, 1.0594, 3.8873], [2.8777, -0.1700, 0.6189], [-2.7856, 3.7274, 1.2699], [-1.1449, 1.3817, 0.3099], [-3.8809, 2.4413, 0.0991], [-3.2300, 1.0127, -0.8068], [-3.1632, 2.6197, -1.4939], [-0.2324, -1.3485, 3.7512], [-1.1218, -2.5209, 2.7930], [1.9774, -1.0760, 2.9246], [3.8875, -2.3247, 2.1024], [3.6882, -3.6461, -0.0132], [1.5190, -3.6878, -1.1994], [-0.4734, -2.3807, -0.3199], [-2.3051, -0.0456, 0.6480], [-3.6404, -1.8004, 1.0860], [-6.1209, -1.3701, 2.1069], [-6.8531, -2.4271, 3.3182], [-6.2329, -0.8395, 3.8035], [-4.5923, -4.0371, 1.8099], [-4.0458, -4.8498, 3.2774], [-2.9071, -3.9136, 2.2900], [2.2889, -0.8194, -8.5084], [1.9255, -2.0897, -7.7377], [1.0391, -1.9385, -6.5079], [1.5879, -1.1479, -5.3291], [0.6865, -1.4986, -4.1501], [0.9346, -0.6460, -2.9189], [0.8226, 0.8359, -3.2507], [1.7663, 1.1937, -4.3838], [1.5099, 0.3375, -5.6117], [2.9876, -1.5746, -5.0342], [3.1197, -0.2854, -8.0453], [2.6154, -1.0787, -9.5144], [1.4367, -0.1440, -8.5982], [2.8340, -2.6429, -7.4922], [1.3712, -2.7361, -8.4222], [0.8340, -2.9379, -6.1210], [0.0839, -1.4841, -6.7717], [-0.3402, -1.3670, -4.4953], [0.8513, -2.5537, -3.9310], [0.2053, -0.9174, -2.1558], [1.9155, -0.8564, -2.4847], [1.0504, 1.4352, -2.3686], [-0.2063, 1.0748, -3.5397], [2.8044, 1.0929, -4.0552], [1.6333, 2.2414, -4.6566], [2.2488, 0.5714, -6.3711], [0.5135, 0.5333, -6.0089], [3.6290, -1.2701, -5.8566], [2.9981, -2.6562, -4.9185], [3.3268, -1.0989, -4.1201]],
  "forces_ev_per_angstrom": [[0.15, 0.08, -0.62], [0.83, 0.32, 1.36], [0.51, 0.07, -0.68], [-0.91, -1.74, 0.77], [-0.58, 0.46, 0.27], [0.86, 0.52, -1.44], [-0.17, 1.17, 1.30], [-0.14, -1.05, -0.79], [-0.08, -0.39, 0.34], [0.07, 0.19, -0.03], [-0.08, 0.40, -0.02], [0.30, 0.07, -0.84], [-0.16, -0.13, 0.63], [-0.06, 0.06, 0.06], [0.17, 0.44, -1.33], [-0.20, -0.18, -0.20], [-0.32, -0.41, 0.35], [0.90, -1.78, 1.44], [-0.66, 0.70, -0.48], [-0.24, 1.58, 0.02], [-0.05, -1.02, -0.13], [-0.27, -0.14, 0.46], [-0.80, 1.31, -0.93], [0.46, 0.15, -0.16], [-0.06, -0.44, 0.41], [0.35, 2.43, 2.30], [-0.34, -0.09, -1.49], [-0.34, -1.68, -0.05], [0.99, -0.64, -0.37], [0.87, 0.97, -0.78], [0.63, -0.59, -0.33], [-0.34, -0.27, 0.50], [-0.78, 0.20, -0.04], [-0.05, 0.62, 0.96], [0.55, -0.18, 0.02], [0.55, -0.15, 0.07], [-1.82, 0.24, -0.89], [1.61, -0.63, -0.11], [-0.91, 1.15, -0.11], [-0.18, -0.18, 0.29], [0.47, -0.50, -1.74], [-0.14, 0.30, 0.15], [-1.26, -1.47, 2.82], [0.18, 0.52, -1.26], [0.01, 0.24, -1.11], [-0.17, 0.03, 0.23], [-0.03, 0.22, 0.03], [-0.26, -0.22, -0.05], [-0.61, 0.10, -0.12], [0.02, -0.19, -0.47], [0.39, 0.52, -0.29], [0.25, -0.33, 0.07], [0.25, 0.00, -0.19], [-0.10, 0.31, 0.33], [0.07, -0.52, 0.07], [-0.22, 0.21, 0.18], [-0.01, -0.02, 0.25], [-0.47, 0.06, 0.21], [-0.20, 0.23, 0.16], [-0.13, -0.03, -0.18], [-0.11, -0.05, -0.14], [-0.17, 0.03, 0.06], [0.14, -0.02, 0.17], [0.20, -0.16, -0.06], [0.19, -0.88, 0.37], [0.48, -0.09, 0.17], [0.06, 0.13, 0.26], [0.40, -0.04, 0.20], [0.16, -0.17, -0.09], [0.14, 0.07, 0.19], [0.07, 0.29, 0.09], [-0.16, 0.14, 0.14], [0.08, -0.05, 0.05], [0.15, 0.22, -0.19], [0.17, -0.23, -0.18], [-0.37, -0.22, 0.00], [0.10, 0.11, 0.23], [0.13, 0.28, -0.12], [0.10, -0.04, 0.11], [-0.01, -0.12, 0.20], [0.22, 0.32, 0.14], [-0.10, 0.16, -0.02], [-0.05, 0.08, -0.03], [-0.02, -0.01, 0.01], [0.03, 0.02, -0.02], [-0.05, -0.05, 0.03], [-0.11, -0.07, 0.19], [-0.01, 0.06, 0.09], [0.04, 0.09, 0.07], [0.05, 0.01, -0.10], [-0.01, -0.02, -0.16], [-0.03, -0.10, -0.07], [-0.02, -0.06, 0.02], [-0.01, -0.14, -0.14], [0.04, 0.00, 0.04], [0.01, 0.02, -0.03], [0.04, -0.05, -0.16], [-0.10, -0.17, -0.14], [-0.01, -0.10, 0.00], [0.00, -0.05, 0.01], [0.04, 0.01, -0.02], [-0.02, -0.03, 0.00]],
  "mulliken_charge": [-1.525, 1.208, -0.307, -1.582, 0.860, 0.719, -2.381, -0.421, 1.996, -0.455, 0.139, 0.658, -0.321, -0.236, 0.829, -0.318, -0.271, 0.288, -0.508, -0.511, -0.847, -0.059, 2.447, -1.519, -0.173, 1.554, -0.658, -0.571, -0.248, 2.161, -2.314, 1.735, 0.540, -0.868, -0.221, -0.841, -0.899, -0.684, 0.908, -0.769, -0.918, 0.157, 0.130, -0.933, -0.937, 0.346, 0.154, 0.423, -1.019, 0.331, 0.526, 0.097, 0.748, -1.617, 0.411, 0.228, 0.545, 0.669, 0.425, 0.137, 0.462, 0.441, 0.487, 0.712, -0.687, 0.161, 0.293, 0.402, 0.304, 0.360, 0.336, 0.279, -1.181, -0.494, -0.653, 0.415, -1.201, 0.534, 0.646, -1.360, -0.467, -1.050, 0.301, 0.421, 0.293, 0.330, 0.414, 0.379, 0.421, 0.399, 0.425, -0.246, 0.219, -0.455, 0.294, 0.335, 0.429, 0.298, 0.433, 0.358, 0.370, 0.407],
  "molar_mass_g_mol": 1016.53,
  "e_lumo_ev": -2.486,
  "energy_ha": -4993.7359,
  "charge": 1
}



E_HOMO in eV, matching the order above: -12.24 -9.06